The following is a quantum chemistry calculation of C18H20Cl2N3O3ReSi as an isolated structure, from the OMol25 dataset.

As for the total energy: -2375.89746 a.u. As for the orbital gap (alpha / beta): 7.2740 / 6.6052 eV. For the LUMO energy (alpha / beta), the calculation gives -3.61 / -4.65 eV. The value obtained for the largest force on an atom is 0.81 eV/Å. Its net charge is +1. The spin multiplicity is 4. The calculation puts the relative energy (zero: lowest compared OMol25 entry of this formula, charge and spin) at 0.369 eV.

CARTESIAN COORDINATES (ANGSTROEM)
1 Re -0.28619 0.43571 -0.04529
2 Cl -1.28092 4.59906 2.47950
3 C 0.13514 4.26099 1.57398
4 C 1.16192 5.22272 1.49605
5 C 2.30275 4.98055 0.78723
6 Cl 3.54312 6.18034 0.71520
7 C 2.47927 3.74826 0.10854
8 C 3.61226 3.38720 -0.64605
9 C 3.66557 2.15931 -1.25395
10 C 2.58949 1.27843 -1.12030
11 N 1.50724 1.58278 -0.42316
12 C 1.43743 2.80696 0.19881
13 C 0.25492 3.04929 0.93395
14 O -0.67140 2.09323 0.97271
15 H 1.03511 6.16457 2.01139
16 H 4.43276 4.08590 -0.73711
17 H 4.52408 1.85923 -1.83644
18 H 2.60771 0.30344 -1.59160
19 O -1.68359 2.06379 -1.76869
20 N -0.97173 1.14581 -1.81856
21 O -1.82924 -0.45525 0.53418
22 C 1.90157 -5.05918 -2.63016
23 C 1.37163 -3.77675 -2.06971
24 C 0.84491 -2.77937 -2.88312
25 C 0.35421 -1.61720 -2.32366
26 N 0.36602 -1.39973 -1.00131
27 C 0.86597 -2.36107 -0.20118
28 C 1.37229 -3.53976 -0.69403
29 H 1.92368 -5.04290 -3.71730
30 H 1.27432 -5.89348 -2.31142
31 H 2.90909 -5.25232 -2.26089
32 H 0.80555 -2.90440 -3.95660
33 H -0.07530 -0.83601 -2.93689
34 H 0.84012 -2.16947 0.86475
35 H 1.76072 -4.27833 -0.00560
36 C -3.92113 0.63594 2.12969
37 Si -3.05667 -0.91543 1.58913
38 C -2.22791 -1.76843 3.02603
39 C -4.17383 -2.07872 0.66816
40 H -4.69574 0.43636 2.87245
41 H -4.39437 1.12926 1.27768
42 H -3.20369 1.33698 2.56394
43 H -2.96702 -2.11167 3.75314
44 H -1.54509 -1.09114 3.54583
45 H -1.65854 -2.64318 2.70087
46 H -4.94108 -2.48135 1.33327
47 H -3.61753 -2.92124 0.25185
48 H -4.67790 -1.56973 -0.15530